An isolated ion of composition C10H14ClO2 and charge -1. Source: the OMol25 dataset; level of theory: ωB97M-V with the def2-TZVPD basis set.

## Properties
Structure (SMILES): CC1(C)C2(CCCC2)[C@]1(Cl)C(=O)[O-]
HOMO energy (Eh): -0.158
LUMO level (eV): 3.382

ORCA input file:
```
! wB97M-V def2-TZVPD RIJCOSX def2/J DEFGRID3
* xyz -1 1
C 2.333 -0.172 0.293
C 0.849 -0.531 0.740
C 0.725 -2.047 0.683
C -0.318 0.377 0.464
C -1.627 -0.165 0.034
C -2.086 0.767 -1.120
C -1.463 2.082 -0.746
C -0.083 1.704 -0.232
C 0.157 0.197 1.906
Cl -0.799 -0.568 3.136
C 1.053 1.339 2.718
O 1.641 0.936 3.713
O 1.002 2.489 2.296
H 2.899 -1.069 0.375
H 2.744 0.573 0.916
H 2.149 0.135 -0.756
H 0.487 -2.467 -0.377
H -0.081 -2.382 1.326
H 1.608 -2.500 0.915
H -2.359 -0.159 0.835
H -1.300 -1.200 -0.205
H -3.153 0.816 -1.466
H -1.639 0.431 -2.106
H -1.408 2.705 -1.648
H -1.959 2.511 0.049
H 0.634 1.592 -0.993
H 0.257 2.484 0.560
*
```

Atom charges from the Löwdin analysis, given in e for atoms 1 to 4: C 0.013; C -0.378; C -0.071; C -0.376



C10H14FInN as an isolated structure. Source: the OMol25 dataset; level of theory: ωB97M-V with the def2-TZVPD basis set.

## Properties
Energy above the lowest of the compared OMol25 structures with the same formula, charge and spin (kJ/mol): 277.4
HOMO energy (Eh): -0.139
LUMO level (eV): 3.124

ORCA input file:
```
! wB97M-V def2-TZVPD RIJCOSX def2/J DEFGRID3
* xyz -1 1
C -2.580 -1.914 1.725
C -1.159 -2.165 1.637
In 0.222 -0.472 0.928
C 1.613 -1.201 -0.692
C 3.103 -1.454 -0.155
C 4.173 -0.582 -0.968
F 3.495 -2.860 -0.275
C -1.164 1.128 0.114
C -0.931 2.662 0.262
C -2.009 3.596 -0.319
N -3.213 3.237 -0.981
C -3.390 1.835 -1.142
C -2.468 0.703 -0.654
H -3.345 -2.471 1.063
H -3.024 -1.105 2.410
H -0.783 -3.216 1.897
H 1.090 0.181 2.392
H 1.606 -0.422 -1.533
H 1.128 -2.147 -1.139
H 3.156 -1.097 0.940
H 3.692 -0.161 -1.925
H 5.035 -1.248 -1.334
H 4.638 0.275 -0.382
H -0.002 3.073 0.776
H -1.832 4.723 -0.167
H -4.355 1.502 -1.672
H -2.698 -0.400 -0.803
*
```

Atom charges from the Löwdin analysis, given in e for atoms 1 to 4: C -0.213; C -0.293; In 0.565; C -0.266



The molecule C10H14FNSi. Source: the OMol25 dataset; level of theory: ωB97M-V with the def2-TZVPD basis set.

## Properties
Structure (SMILES): F[Si@@]1(c2ccccc2)CCCCN1
Energy above the lowest of the compared OMol25 structures with the same formula, charge and spin (kJ/mol): 0.0
HOMO energy (Eh): -0.320
LUMO level (eV): 0.912

ORCA input file:
```
! wB97M-V def2-TZVPD RIJCOSX def2/J DEFGRID3
* xyz 0 1
F 2.472 1.088 0.262
Si 1.145 0.261 -0.080
C -0.039 0.946 1.223
C -1.352 1.068 0.819
C -2.391 1.350 1.705
C -2.016 1.830 2.982
C -0.688 1.801 3.363
C 0.329 1.263 2.552
C 0.657 0.575 -1.927
C -0.048 -0.611 -2.511
C 0.818 -1.943 -2.363
C 0.667 -2.372 -0.877
N 1.490 -1.516 -0.033
H -1.787 0.611 -0.138
H -3.340 1.343 1.307
H -2.682 2.086 3.697
H -0.396 2.038 4.299
H 1.341 1.233 2.944
H 1.645 0.839 -2.381
H -0.049 1.421 -2.015
H -0.099 -0.425 -3.586
H -1.045 -0.583 -2.003
H 0.426 -2.809 -2.929
H 1.932 -1.847 -2.375
H -0.417 -2.386 -0.638
H 0.989 -3.544 -0.806
H 2.437 -1.716 -0.492
*
```

Atom charges from the Löwdin analysis, given in e for atoms 1 to 4: F -0.119; Si 0.537; C -0.231; C -0.127



C10H14N as an isolated structure. Source: the OMol25 dataset; level of theory: ωB97M-V with the def2-TZVPD basis set.

## Properties
Energy above the lowest of the compared OMol25 structures with the same formula, charge and spin (kJ/mol): 574.3
HOMO energy (Eh): -0.504
LUMO level (eV): -4.162

ORCA input file:
```
! wB97M-V def2-TZVPD RIJCOSX def2/J DEFGRID3
* xyz 1 1
C 0.835 1.219 -1.190
C 0.623 0.097 -1.686
C 0.881 -0.044 1.761
C 0.293 -1.437 1.442
C -1.352 -0.938 -0.744
C 0.452 1.954 -0.025
C -0.067 0.696 0.729
C -0.348 -0.687 0.258
C -0.484 3.073 -0.254
C 0.430 -2.404 -1.430
N 0.073 -1.038 -1.141
H 0.718 0.317 2.840
H 2.007 -0.044 1.705
H 0.923 -2.221 1.291
H -0.494 -1.801 2.128
H -1.807 -1.928 -0.639
H -2.077 -0.230 -1.136
H 1.234 2.402 0.580
H -1.154 0.994 1.061
H -1.438 2.827 -0.662
H -0.053 3.872 -1.006
H -0.629 3.726 0.707
H 1.479 -2.626 -1.532
H -0.026 -3.082 -0.669
H -0.020 -2.698 -2.388
*
```

Atom charges from the Löwdin analysis, given in e for atoms 1 to 4: C 0.122; C 0.053; C -0.079; C -0.031



An isolated ion of composition C10H14N and charge +1. Source: the OMol25 dataset; level of theory: ωB97M-V with the def2-TZVPD basis set.

## Properties
Structure (SMILES): C=c1cccc/c1=C(/C)[NH2+]C
Energy above the lowest of the compared OMol25 structures with the same formula, charge and spin (kJ/mol): 245.1
HOMO energy (Eh): -0.447
LUMO level (eV): -3.790

ORCA input file:
```
! wB97M-V def2-TZVPD RIJCOSX def2/J DEFGRID3
* xyz 1 1
C 1.552 -2.590 0.226
C 0.507 -1.767 0.032
C -0.851 -2.524 -0.202
C -1.573 -2.092 -1.280
C -1.095 -1.028 -2.104
C -0.275 -0.080 -1.578
C 0.234 -0.301 -0.177
C -0.016 0.703 0.747
C 0.313 0.820 2.237
N -0.445 1.990 0.054
C 0.703 2.902 -0.042
H 1.417 -3.606 0.442
H 2.635 -2.237 0.304
H -1.144 -3.349 0.364
H -2.639 -2.506 -1.375
H -1.671 -0.839 -3.028
H 0.117 0.783 -2.081
H -0.350 1.324 2.927
H 1.288 1.184 2.355
H 0.420 -0.117 2.641
H -0.740 1.638 -0.929
H -1.280 2.483 0.393
H 1.578 2.256 -0.230
H 0.492 3.658 -0.691
H 0.823 3.296 0.997
*
```

Atom charges from the Löwdin analysis, given in e for atoms 1 to 4: C 0.106; C -0.206; C 0.010; C -0.094



C10H14N2O as an isolated structure. Source: the OMol25 dataset; level of theory: ωB97M-V with the def2-TZVPD basis set.

## Properties
Energy above the lowest of the compared OMol25 structures with the same formula, charge and spin (kJ/mol): 346.0
HOMO energy (Eh): -0.308
LUMO level (eV): 0.661

ORCA input file:
```
! wB97M-V def2-TZVPD RIJCOSX def2/J DEFGRID3
* xyz 0 1
C -1.086 -2.454 2.243
C 0.209 -2.345 2.622
C -1.402 -1.698 1.138
C 1.079 -1.346 2.127
C -0.493 -0.664 0.772
C -2.184 0.530 -0.414
C 1.442 -0.046 -1.447
C -0.099 1.467 -2.414
C 1.003 2.141 -0.165
C 0.533 1.037 -1.073
N 0.709 -0.392 1.278
N -0.948 0.279 -0.090
O -3.226 0.096 0.108
H -1.627 -3.340 2.710
H 0.560 -2.870 3.434
H -2.344 -1.712 0.689
H 2.085 -1.481 2.375
H -2.284 1.511 -0.912
H 1.243 -0.914 -0.961
H 1.429 -0.245 -2.509
H 2.448 0.260 -1.128
H 0.462 2.214 -2.835
H -0.992 2.029 -2.336
H -0.137 0.811 -3.287
H 0.224 2.635 0.322
H 1.641 1.747 0.621
H 1.754 2.752 -0.869
*
```

Atom charges from the Löwdin analysis, given in e for atoms 1 to 4: C -0.065; C -0.097; C 0.023; C -0.108



The molecule C10H14N2O2S. Source: the OMol25 dataset; level of theory: ωB97M-V with the def2-TZVPD basis set.

## Properties
Structure (SMILES): Nc1cccn([C@]2(S)CCCOC2)c1=O
Energy above the lowest of the compared OMol25 structures with the same formula, charge and spin (kJ/mol): 197.0
HOMO energy (Eh): -0.276
LUMO level (eV): 0.815

ORCA input file:
```
! wB97M-V def2-TZVPD RIJCOSX def2/J DEFGRID3
* xyz 0 1
N 3.700 -1.089 -0.381
C 2.936 0.028 -0.317
C 3.134 1.155 -1.034
C 2.076 2.098 -1.121
C 0.909 1.781 -0.509
N 0.692 0.640 0.193
C -0.671 0.130 0.570
S -0.811 0.061 2.399
C -0.969 -1.190 -0.113
C -2.442 -1.506 0.246
C -3.475 -0.431 0.033
O -2.957 0.770 0.672
C -1.728 1.190 0.241
C 1.699 -0.251 0.396
O 1.556 -1.246 1.128
H 4.499 -1.195 -0.936
H 3.372 -1.919 0.159
H 4.190 1.304 -1.292
H 2.246 3.048 -1.651
H 0.007 2.223 -0.775
H -0.053 -1.104 2.617
H -0.473 -1.999 0.333
H -0.608 -0.966 -1.148
H -2.808 -2.423 -0.227
H -2.520 -1.633 1.234
H -3.813 -0.115 -0.963
H -4.424 -0.720 0.432
H -1.547 2.086 0.751
H -1.717 1.273 -0.934
*
```

Atom charges from the Löwdin analysis, given in e for atoms 1 to 4: N 0.123; C -0.257; C -0.040; C -0.065



An isolated ion of composition C10H14N3O and charge +1. Source: the OMol25 dataset; level of theory: ωB97M-V with the def2-TZVPD basis set.

## Properties
Structure (SMILES): CC1(C)C=CCC(/C(O)=N/N)=C1C#[NH+]
Energy above the lowest of the compared OMol25 structures with the same formula, charge and spin (kJ/mol): 401.2
HOMO energy (spin up / spin down) (Eh): -0.446 / -0.446
LUMO level (spin up / spin down) (eV): -4.627 / -4.627

ORCA input file:
```
! wB97M-V def2-TZVPD RIJCOSX def2/J DEFGRID3
* xyz 1 1
C 2.096 -0.858 1.470
C 1.630 -0.262 0.064
C 2.162 -0.965 -1.198
C 2.086 1.213 0.138
C 1.341 2.260 -0.149
C -0.202 2.154 -0.470
C -0.704 0.729 -0.249
C -2.156 0.593 -0.065
O -2.944 1.652 -0.363
N -2.575 -0.553 0.310
N -3.869 -0.862 0.328
C 0.112 -0.376 0.006
C -0.409 -1.668 0.086
N -0.665 -2.813 0.135
H 1.747 -0.245 2.323
H 3.241 -0.729 1.594
H 1.708 -1.815 1.450
H 1.703 -1.879 -1.464
H 3.314 -1.111 -1.096
H 1.983 -0.294 -2.073
H 3.087 1.551 0.460
H 1.545 3.314 -0.102
H -0.923 2.841 0.011
H -0.187 2.422 -1.572
H -3.822 1.543 0.078
H -4.563 -0.156 -0.050
H -4.220 -1.873 0.274
H -0.517 -3.816 0.123
*
```

Atom charges from the Löwdin analysis, given in e for atoms 1 to 4: C -0.009; C -0.456; C -0.021; C -0.060



Number 1: strongest force on any atom 0.0824 hartree/bohr. Number 2: strongest force on any atom 0.0938 hartree/bohr. Number 3: strongest force on any atom 0.0726 hartree/bohr. Number 4: strongest force on any atom 0.0890 hartree/bohr. Number 5: strongest force on any atom 0.0807 hartree/bohr. Number 6: strongest force on any atom 0.1029 hartree/bohr. Number 7: strongest force on any atom 0.0959 hartree/bohr. Number 8: strongest force on any atom 0.0717 hartree/bohr.